{
  "formula": "C30H35NPdS4Sb",
  "method": "the ωB97M-V functional and the def2-TZVPD basis",
  "de_lowest_kcal_mol": 19.1,
  "e_homo_ev": -16.20,
  "energy_ha": -3178.73391,
  "multiplicity": 1,
  "total_charge": 3,
  "homo_lumo_gap_ev": 4.63,
  "elements": ["Pd", "C", "C", "S", "C", "C", "S", "C", "C", "S", "H", "H", "H", "H", "H", "H", "H", "H", "H", "H", "H", "H", "C", "C", "C", "C", "C", "C", "N", "H", "H", "H", "H", "H", "H", "H", "H", "S", "Sb", "C", "C", "C", "C", "C", "C", "C", "C", "C", "C", "C", "C", "C", "C", "C", "C", "C", "C", "H", "H", "H", "H", "H", "H", "H", "H", "H", "H", "H", "H", "H", "H", "H"],
  "positions_angstrom": [[0.820, 1.803, 0.647], [-0.247, 3.819, -2.589], [-0.010, 4.780, -1.428], [0.403, 4.145, 0.243], [2.135, 4.625, 0.460], [3.025, 3.869, -0.494], [2.832, 2.057, -0.230], [2.771, 1.410, -1.931], [1.460, 1.580, -2.683], [1.227, 3.206, -3.444], [-0.786, 4.395, -3.344], [-0.893, 2.986, -2.310], [-0.915, 5.356, -1.233], [0.787, 5.486, -1.668], [2.347, 4.377, 1.502], [2.261, 5.703, 0.352], [4.077, 4.120, -0.339], [2.770, 4.053, -1.537], [3.030, 0.356, -1.824], [3.611, 1.906, -2.426], [0.625, 1.408, -2.011], [1.408, 0.808, -3.452], [3.727, 1.523, 3.436], [2.367, 1.595, 3.942], [1.992, 1.493, 5.427], [0.673, 1.559, 5.458], [0.245, 1.728, 4.011], [-1.124, 1.859, 3.568], [1.295, 1.737, 3.166], [4.472, 1.380, 4.213], [3.944, 2.443, 2.878], [3.781, 0.716, 2.694], [2.707, 1.383, 6.229], [-0.008, 1.526, 6.295], [-1.840, 1.955, 4.379], [-1.349, 0.957, 2.970], [-1.210, 2.689, 2.858], [-0.444, 0.029, 0.031], [-1.126, -2.136, -0.738], [-0.119, -3.545, 0.378], [-0.281, -3.458, 1.763], [0.328, -4.398, 2.579], [1.094, -5.412, 2.019], [1.256, -5.495, 0.644], [0.650, -4.563, -0.186], [-3.118, -2.132, -0.218], [-3.960, -1.110, -0.658], [-5.295, -1.135, -0.289], [-5.778, -2.167, 0.509], [-4.936, -3.182, 0.938], [-3.596, -3.172, 0.577], [-0.746, -1.987, -2.766], [-1.223, -0.841, -3.407], [-1.038, -0.699, -4.773], [-0.381, -1.690, -5.493], [0.092, -2.827, -4.855], [-0.092, -2.985, -3.488], [-0.889, -2.675, 2.202], [0.197, -4.350, 3.651], [1.561, -6.149, 2.659], [1.847, -6.292, 0.214], [0.776, -4.654, -1.253], [-3.595, -0.309, -1.289], [-5.965, -0.359, -0.632], [-6.823, -2.183, 0.789], [-5.324, -3.991, 1.543], [-2.947, -3.977, 0.899], [-1.730, -0.061, -2.852], [-1.415, 0.179, -5.281], [-0.249, -1.579, -6.561], [0.595, -3.599, -5.421], [0.264, -3.887, -3.016]],
  "forces_ev_per_angstrom": [[-0.76, 0.42, -0.82], [0.06, 0.04, 0.09], [-0.06, -0.08, -0.07], [0.30, -0.20, 0.55], [0.10, 0.03, -0.02], [0.20, -0.01, -0.03], [0.19, 0.18, -0.25], [0.19, -0.04, 0.01], [0.05, 0.02, 0.08], [-0.05, 0.01, -0.03], [-0.03, -0.02, 0.00], [0.00, 0.00, 0.02], [-0.01, -0.01, -0.04], [-0.01, 0.01, 0.02], [0.05, 0.06, 0.01], [-0.11, 0.00, -0.10], [0.02, -0.11, 0.02], [-0.03, 0.09, 0.02], [-0.04, 0.00, 0.06], [-0.01, -0.06, -0.07], [-0.07, -0.17, -0.01], [0.09, 0.08, -0.09], [0.00, -0.01, -0.07], [0.05, -0.11, 0.61], [0.15, 0.03, -0.51], [-0.15, 0.03, -0.41], [0.12, -0.03, 0.54], [-0.05, 0.02, -0.10], [-0.18, 0.03, 0.37], [-0.02, 0.00, 0.02], [0.00, -0.01, -0.01], [0.01, 0.02, -0.02], [0.00, 0.01, -0.02], [0.00, 0.00, -0.02], [0.01, -0.01, 0.02], [-0.01, 0.01, 0.00], [0.00, -0.01, -0.02], [-0.09, -0.31, 0.25], [0.29, 0.50, 0.12], [0.22, -0.34, 0.19], [0.03, -0.05, -0.06], [-0.01, 0.02, 0.01], [0.01, -0.03, 0.02], [-0.01, 0.00, -0.01], [-0.05, 0.05, 0.10], [-0.41, -0.03, 0.12], [0.00, -0.07, 0.03], [-0.02, 0.00, -0.01], [-0.01, 0.01, 0.00], [0.00, -0.01, -0.02], [0.00, 0.02, -0.07], [0.06, -0.06, -0.39], [0.07, -0.06, -0.02], [-0.02, 0.02, 0.01], [0.00, -0.01, -0.04], [-0.02, 0.00, 0.02], [-0.06, 0.08, -0.03], [0.00, 0.01, 0.00], [-0.01, 0.01, -0.01], [0.00, 0.01, 0.00], [-0.01, 0.01, -0.01], [0.02, 0.01, -0.03], [0.01, 0.01, 0.01], [0.01, 0.00, 0.00], [0.00, 0.00, -0.01], [0.01, 0.01, 0.00], [0.00, 0.01, 0.02], [-0.01, 0.01, 0.01], [-0.01, -0.01, 0.01], [0.01, 0.00, 0.01], [-0.01, 0.00, 0.01], [0.00, -0.03, 0.01]],
  "mulliken_charge": [0.08, -0.52, -0.81, -0.01, -0.77, -0.54, -0.03, -0.83, 0.34, -0.09, 0.47, 0.15, 0.58, 0.41, 0.24, 0.53, 0.53, 0.27, 0.50, 0.49, -0.57, 0.36, -0.97, 0.69, -0.75, -0.85, 0.65, -0.93, 0.44, 0.41, 0.26, 0.29, 0.49, 0.50, 0.43, 0.17, 0.24, 0.00, 1.78, 0.77, -0.64, -0.78, -0.48, -0.75, -0.41, 0.82, -0.52, -0.73, -0.50, -0.73, -0.47, 1.07, -0.61, -0.72, -0.52, -0.78, -0.49, 0.48, 0.43, 0.43, 0.44, 0.26, 0.27, 0.43, 0.42, 0.42, 0.44, 0.14, 0.44, 0.44, 0.44, 0.37]
}